[1]
Here is a molecular structure, C31H50BrN4P3Pd in a non-equilibrium geometry from the Open Molecules 2025 dataset. Energies are from wB97M-V/def2-TZVPD.

Last column: Mulliken charge in e.
Atoms and positions in Å:
C -3.389 -0.102 -2.696  -0.3333
C -2.019 0.240 -2.859  0.2898
C -1.750 1.386 -3.658  -0.1409
C -2.816 2.108 -4.199  -0.5178
N -4.115 1.797 -4.025  -0.5409
C -4.369 0.696 -3.291  -0.3526
C -0.977 -0.483 -2.218  0.5514
C -0.021 -1.295 -1.958  -1.2899
C 0.808 -2.391 -2.387  1.5519
C 1.851 -2.869 -1.560  1.1161
C 2.670 -3.931 -1.955  -1.2207
C 2.447 -4.533 -3.202  -0.2258
C 1.419 -4.083 -4.050  -0.5311
C 0.609 -3.021 -3.642  -0.9670
Pd -0.141 -0.095 -0.187  -1.1105
P -1.469 1.672 0.599  0.9166
H -0.716 1.697 -3.835  0.5486
H -3.665 -0.974 -2.097  0.4909
H -2.611 2.999 -4.810  0.3953
H -5.429 0.437 -3.162  0.4123
H -0.193 -2.665 -4.295  0.5134
H 1.998 -2.378 -0.593  -0.0679
H 1.259 -4.565 -5.018  0.4509
H 3.473 -4.290 -1.306  0.4824
C -1.076 2.356 2.301  -0.3043
C -1.473 3.796 2.652  -1.3687
H 0.017 2.230 2.404  0.4521
H -1.522 1.639 3.016  0.4288
H -1.132 4.049 3.672  0.4219
H -1.007 4.519 1.961  0.3093
H -2.563 3.949 2.616  0.2512
C -1.412 3.156 -0.544  -0.0078
C -2.631 4.074 -0.686  -1.4683
H -1.173 2.718 -1.529  0.1078
H -0.517 3.730 -0.241  0.4790
H -2.425 4.854 -1.441  0.4395
H -3.515 3.514 -1.035  0.2717
H -2.891 4.582 0.258  0.2841
C -3.279 1.200 0.668  -0.0161
C -4.260 1.992 1.542  -1.5103
H -3.272 0.143 0.982  0.4070
H -3.603 1.189 -0.388  0.1151
H -5.270 1.549 1.471  0.4370
H -3.964 1.966 2.606  0.3229
H -4.338 3.047 1.236  0.2647
Br 3.554 -5.985 -3.758  -0.1191
P 2.062 0.826 -0.401  1.2196
C 2.218 2.658 -0.011  -0.4449
C 3.581 3.285 0.310  -1.4758
H 1.536 2.811 0.845  0.2461
H 1.740 3.172 -0.865  0.4752
H 3.458 4.358 0.548  0.4303
H 4.046 2.807 1.190  0.3305
H 4.287 3.209 -0.531  0.2540
C 3.435 0.042 0.620  -0.4332
C 4.888 0.076 0.130  -1.3951
H 3.120 -1.009 0.743  0.1280
H 3.340 0.491 1.627  0.5890
H 5.541 -0.474 0.832  0.4432
H 4.986 -0.410 -0.856  0.2897
H 5.281 1.101 0.043  0.2712
C 2.655 0.672 -2.175  -0.4974
C 3.680 1.658 -2.748  -1.3388
H 1.723 0.713 -2.768  0.3117
H 3.010 -0.370 -2.274  0.2721
H 3.860 1.436 -3.816  0.4358
H 3.317 2.699 -2.687  0.3112
H 4.651 1.605 -2.229  0.2622
C -1.486 -2.705 4.266  -0.8390
N -1.998 -2.645 2.892  0.0952
C -1.580 -3.851 2.143  -0.9838
N -0.108 -4.007 2.152  0.0754
C 0.395 -4.034 3.532  -0.8119
N -0.020 -2.828 4.265  0.2039
C 0.601 -1.616 3.713  -1.3961
P 0.193 -1.294 1.947  2.2140
C -1.600 -1.401 2.205  -1.4513
C 0.562 -2.973 1.343  -0.9763
H -1.933 -3.579 4.791  0.2751
H -1.805 -1.806 4.840  0.3340
H -1.965 -3.819 1.100  0.3059
H -2.046 -4.749 2.606  0.3279
H 1.503 -4.138 3.543  0.3448
H -0.002 -4.937 4.049  0.3038
H 0.277 -0.738 4.313  0.4273
H 1.705 -1.680 3.815  0.4309
H -2.022 -1.459 1.185  0.5400
H -1.987 -0.516 2.744  0.4091
H 1.657 -3.151 1.347  0.5529
H 0.144 -3.057 0.324  0.3147

Cartesian forces, eV/Å:
C 0.698 0.048 0.079
C -1.603 1.357 -0.480
C 0.023 -0.538 0.416
C -0.190 0.058 -0.129
N 0.865 -0.672 0.538
C -0.158 0.174 -0.211
C 2.421 -2.544 0.091
C -2.741 1.541 -1.646
C 1.138 -1.006 0.065
C -0.098 0.030 -0.446
C -0.233 0.205 -0.102
C -0.069 0.024 -0.040
C 0.092 0.148 0.375
C -0.050 0.193 0.190
Pd 0.779 0.516 0.879
P -1.287 2.028 0.888
H -0.411 -0.070 0.018
H 0.044 0.330 -0.256
H -0.120 -0.445 0.285
H 0.516 0.137 -0.083
H 0.309 -0.165 0.214
H 0.146 -0.238 -0.491
H 0.050 0.215 0.404
H -0.317 0.127 -0.280
C 0.442 -0.720 -0.029
C -0.170 0.305 -0.206
H -0.353 0.075 0.031
H 0.136 0.283 -0.244
H -0.128 -0.224 -0.481
H -0.177 -0.276 0.291
H 0.448 -0.079 0.031
C 0.801 -0.488 -0.255
C -0.393 -0.002 0.148
H -0.051 0.239 0.275
H -0.324 -0.212 -0.091
H 0.014 -0.394 0.351
H 0.312 0.224 0.137
H 0.133 -0.214 -0.404
C 0.329 -0.765 -0.506
C 0.063 0.339 0.319
H -0.211 0.411 -0.135
H 0.115 0.043 0.373
H 0.526 0.118 -0.040
H -0.141 0.008 -0.419
H 0.034 -0.445 0.113
Br -0.425 0.566 0.224
P 2.374 1.236 -0.499
C -0.877 -0.142 0.001
C 0.386 -0.160 0.054
H 0.231 0.026 -0.243
H 0.174 -0.177 0.279
H -0.050 -0.528 -0.137
H -0.189 0.211 -0.348
H -0.312 0.044 0.339
C -0.838 -0.320 0.489
C 0.171 0.132 -0.391
H 0.156 0.238 0.013
H 0.038 -0.127 -0.366
H -0.419 0.250 -0.265
H -0.021 0.187 0.396
H -0.184 -0.429 0.059
C -0.671 -0.496 -0.015
C 0.197 0.345 0.144
H 0.360 0.007 0.116
H -0.126 0.361 0.046
H -0.150 0.018 0.520
H 0.154 -0.418 -0.039
H -0.409 -0.001 -0.225
C -0.188 -0.202 0.115
N -0.476 0.008 -0.025
C 0.025 -0.023 0.206
N 0.055 -0.031 -0.120
C -0.124 -0.236 0.123
N 0.164 0.440 -0.220
C 1.235 0.689 1.526
P -0.362 0.345 0.255
C -0.891 -1.293 -0.322
C -0.538 -1.230 -0.425
H 0.395 0.459 -0.471
H 0.340 -0.447 -0.478
H 0.389 0.185 0.582
H 0.424 0.644 -0.099
H -0.676 0.263 -0.110
H 0.083 0.676 -0.334
H 0.197 -0.484 -0.273
H -0.588 -0.035 0.034
H -0.281 0.196 0.430
H 0.158 -0.406 -0.278
H -0.614 0.075 -0.113
H 0.488 -0.094 0.307

- E: -5155.60002 a.u.
- Relative energy (zero: lowest compared OMol25 entry of this formula, charge and spin): 63.00 kJ/mol
- LUMO energy (alpha / beta): -5.90 / -9.01 eV
- Frontier orbital gap (alpha / beta): 7.57 / 4.57 eV
- Spin multiplicity: 3
- ⟨S²⟩: 2.010
- Total charge: +2


[2]
Here is 2 unconnected molecules or ions with the total composition C4H13N2O2 in a non-equilibrium geometry from the Open Molecules 2025 dataset. Energies are from wB97M-V/def2-TZVPD.

Last column: Mulliken charge in e.
Atoms and positions in Å:
C -1.633 0.792 0.300  -0.8680
N -2.963 0.497 -0.432  -0.6762
C -0.698 -0.441 0.106  0.3438
C -0.039 -0.461 -1.218  -0.8660
N 0.349 -0.319 1.150  -0.2913
C 1.728 -0.976 1.050  -0.5304
O 2.568 -0.777 0.019  -0.7228
H -1.877 0.741 1.517  0.3240
H -1.228 1.704 -0.105  0.3429
H -2.911 0.030 -1.282  0.2598
H -3.509 -0.117 0.165  0.2574
H -1.380 -1.361 0.350  0.0687
H 0.121 -1.698 -1.201  0.2214
H 0.967 0.170 -1.339  0.1046
H -0.742 -0.168 -1.985  0.4192
H 0.316 0.730 1.356  0.2781
H 2.193 -0.603 2.072  0.2979
H 1.588 -2.071 1.291  0.2807
H 1.930 2.148 -0.680  0.2340
H 2.548 0.551 -0.385  0.3341
O 2.672 1.629 -0.748  -0.8119

Cartesian forces, eV/Å:
C -2.340 -3.269 1.430
N 0.118 1.756 3.198
C 0.015 0.959 2.540
C 1.710 -2.913 -1.027
N -0.643 1.383 0.424
C 0.676 0.535 2.250
O -0.789 0.532 -0.145
H 0.551 0.888 -3.241
H 0.264 0.412 0.316
H 0.904 -0.841 -1.841
H 0.097 0.162 -0.018
H 1.182 1.315 -0.747
H 0.458 3.276 -1.302
H -2.410 -1.737 0.501
H -0.249 -0.264 -0.636
H 1.187 -2.083 -0.160
H -0.657 -0.290 -1.271
H -0.392 0.541 -0.541
H -2.771 1.552 0.406
H 0.322 0.814 -0.015
O 2.770 -2.728 -0.121

- E: -420.12250 a.u.
- Relative energy (zero: lowest compared OMol25 entry of this formula, charge and spin): 252.92 kJ/mol
- LUMO energy: 3.80 eV
- Frontier orbital gap: 7.50 eV
- Total charge: -1


[3]
Here is 5 unconnected molecules or ions with the total composition C45H95N5O5 in a non-equilibrium geometry from the Open Molecules 2025 dataset. Energies are from wB97M-V/def2-TZVPD.

Last column: Mulliken charge in e.
Atoms and positions in Å:
C -3.903 -0.873 3.197  -1.6973
C -4.384 -0.774 4.692  2.1406
C -4.034 -2.073 5.451  -1.5912
C -2.595 -2.185 5.925  0.6061
C -2.230 -0.925 6.719  -1.9008
C -2.432 0.390 5.958  2.5339
N -3.714 0.353 5.292  0.1713
O -4.109 1.573 4.724  -0.5152
C -2.257 1.464 7.053  -1.7893
C -1.353 0.483 4.819  -1.1903
C -5.915 -0.608 4.756  -2.0927
H -2.910 -0.459 3.046  0.0452
H -4.610 -0.464 2.471  0.3916
H -3.891 -1.929 2.912  0.5470
H -4.672 -2.206 6.329  0.3322
H -4.220 -2.901 4.762  0.5311
H -1.928 -2.360 5.076  -0.8564
H -2.509 -3.078 6.549  0.5950
H -1.187 -1.101 6.998  0.4586
H -2.845 -0.991 7.618  0.5064
H -2.001 1.074 8.037  0.4403
H -1.315 1.976 6.830  0.3329
H -3.071 2.182 7.105  0.3459
H -0.467 0.982 5.221  0.6894
H -1.062 -0.515 4.479  -0.3302
H -1.582 1.004 3.888  -0.3512
H -6.495 -1.530 4.784  0.3498
H -6.224 0.170 4.064  0.3483
H -6.128 -0.264 5.775  0.5014
H -3.738 1.499 3.824  0.3634
C 3.797 1.115 -10.529  -1.9853
C 3.019 -0.004 -9.807  1.6474
C 3.731 -1.352 -10.027  -1.1878
C 3.251 -2.506 -9.164  -0.7188
C 3.375 -2.092 -7.706  -1.0864
C 2.569 -0.826 -7.420  1.6001
N 2.990 0.226 -8.343  0.2432
O 2.360 1.457 -8.064  -0.4705
C 1.082 -1.209 -7.359  -1.7132
C 2.924 -0.408 -5.946  -2.0912
C 1.648 -0.147 -10.494  -1.7009
H 3.934 0.843 -11.573  0.4306
H 4.772 1.283 -10.066  0.4284
H 3.244 2.048 -10.421  0.4223
H 3.557 -1.702 -11.051  0.3775
H 4.811 -1.212 -9.923  0.3682
H 3.776 -3.442 -9.353  0.3910
H 2.184 -2.704 -9.296  0.3053
H 4.418 -1.857 -7.468  0.4274
H 3.049 -2.990 -7.175  0.4325
H 0.702 -1.636 -8.287  0.3599
H 0.981 -1.911 -6.532  0.4036
H 0.462 -0.333 -7.156  0.4153
H 3.786 0.257 -5.915  0.4084
H 2.104 0.175 -5.523  0.4334
H 3.046 -1.342 -5.403  0.4318
H 1.246 -1.159 -10.398  0.3400
H 1.655 0.095 -11.556  0.4117
H 0.855 0.443 -10.022  0.3157
H 3.089 2.045 -7.840  0.3442
C 0.631 3.924 -0.705  -1.9512
C 0.055 4.988 0.227  1.3671
C -1.111 5.768 -0.423  -1.5142
C -1.897 6.589 0.604  -0.5759
C -2.341 5.638 1.680  -1.2772
C -1.161 5.029 2.489  1.8051
N -0.316 4.305 1.480  1.4131
O 0.859 3.783 2.121  -0.7514
C -0.436 6.129 3.258  -2.0105
C -1.828 3.952 3.371  -2.1268
C 1.162 6.127 0.455  -1.4704
H 0.590 4.259 -1.741  0.5045
H 0.003 3.027 -0.652  -0.3118
H 1.606 3.562 -0.382  0.5571
H -0.717 6.509 -1.128  0.4057
H -1.725 5.163 -1.095  0.4616
H -2.826 6.916 0.123  0.3935
H -1.379 7.512 0.854  0.3490
H -2.924 4.787 1.332  0.3409
H -2.962 6.211 2.377  0.4244
H -0.202 7.026 2.693  0.2995
H -0.989 6.480 4.135  0.4265
H 0.440 5.683 3.741  0.4675
H -1.016 3.284 3.664  0.3848
H -2.279 4.404 4.252  0.6377
H -2.565 3.389 2.804  0.0861
H 1.982 6.028 -0.258  0.4568
H 1.661 6.012 1.421  0.2723
H 0.778 7.141 0.404  0.3390
H 1.429 4.567 2.093  0.3024
C -0.167 -5.889 2.256  -1.8497
C 0.258 -4.569 2.942  2.1016
C 0.466 -4.806 4.436  -1.1185
C 1.732 -5.536 4.829  -0.8820
C 2.908 -4.790 4.179  -1.4429
C 2.764 -4.557 2.689  1.9029
N 1.457 -4.011 2.315  0.4970
O 1.359 -3.813 0.944  -0.4546
C 3.855 -3.573 2.232  -2.1896
C 3.127 -5.914 1.987  -1.6449
C -0.882 -3.579 2.660  -2.1727
H 0.579 -6.693 2.236  0.4002
H -0.293 -5.801 1.173  0.4031
H -1.034 -6.362 2.720  0.3933
H 0.398 -3.815 4.897  0.2875
H -0.421 -5.325 4.812  0.4788
H 1.860 -6.584 4.548  0.3565
H 1.689 -5.547 5.920  0.4146
H 3.851 -5.301 4.371  0.4499
H 2.977 -3.794 4.637  0.4000
H 4.747 -3.731 2.845  0.4782
H 4.088 -3.477 1.173  0.4313
H 3.659 -2.523 2.504  0.4285
H 3.061 -6.751 2.689  0.2935
H 2.395 -6.181 1.222  0.3210
H 4.120 -5.996 1.547  0.4070
H -1.106 -3.713 1.600  0.5945
H -0.714 -2.504 2.734  0.1366
H -1.759 -3.838 3.258  0.3497
H 1.610 -2.899 0.761  0.2635
C 1.248 -0.911 -1.113  -2.1522
C 0.757 0.573 -1.232  1.9896
C 0.060 0.735 -2.597  -1.0159
C -1.343 0.172 -2.595  -0.9936
C -2.174 0.776 -1.470  -1.7321
C -1.556 0.594 -0.064  1.4074
N -0.146 0.985 -0.187  2.1466
O 0.544 0.943 1.052  -0.7014
C -2.258 1.589 0.864  -0.9878
C -1.790 -0.894 0.304  -2.0133
C 1.990 1.466 -1.299  -1.9236
H 1.844 -0.969 -0.197  0.4022
H 1.903 -1.165 -1.949  0.3466
H 0.500 -1.702 -1.094  0.4660
H 0.167 1.772 -2.935  0.4675
H 0.540 0.222 -3.439  -0.0884
H -1.193 -0.912 -2.566  0.2829
H -1.911 0.323 -3.517  0.5248
H -3.199 0.398 -1.474  0.4351
H -2.253 1.857 -1.622  0.4073
H -2.345 2.614 0.496  0.3919
H -3.299 1.275 0.969  0.6576
H -1.711 1.663 1.806  -0.6566
H -1.574 -1.629 -0.462  0.4266
H -1.211 -1.156 1.196  0.1781
H -2.785 -1.043 0.734  0.5262
H 2.561 1.333 -0.376  0.5013
H 1.812 2.547 -1.286  0.3472
H 2.582 1.311 -2.201  0.4248
H 0.495 1.842 1.410  0.2959

Cartesian forces, eV/Å:
C -0.736 -1.054 0.105
C 0.488 -0.590 -0.844
C 0.288 -0.204 -0.266
C -0.206 0.342 -0.405
C 0.062 -1.878 -0.629
C 0.717 -0.868 -0.970
N -1.850 0.446 2.599
O 0.663 -0.523 -0.622
C 0.832 0.780 -0.671
C 0.963 -0.025 0.764
C 0.426 0.565 1.405
H -0.023 -0.026 -0.044
H 0.061 0.492 0.198
H 0.321 -0.012 -0.017
H -0.204 0.219 -0.097
H -0.340 -0.019 0.137
H 0.031 0.196 0.027
H 0.090 0.085 0.112
H 0.068 0.758 0.235
H 0.029 0.520 0.102
H -0.705 -0.419 0.038
H -0.346 0.511 -0.196
H 0.001 -0.033 -0.011
H 0.189 -0.205 -0.170
H 0.062 -0.023 0.186
H -0.575 0.324 0.364
H 0.229 -0.176 -1.067
H -0.462 -0.289 -0.119
H 0.111 0.458 -0.122
H -0.128 0.584 0.016
C -0.158 -0.105 1.025
C -0.283 -0.900 -0.346
C 0.298 -0.603 -0.827
C -0.158 0.884 0.774
C 0.625 -0.300 -0.856
C -0.386 -0.297 1.496
N 0.891 -0.138 -0.742
O -0.487 0.039 0.155
C -0.155 0.653 -0.439
C -0.549 0.432 -1.127
C -1.153 -0.048 0.670
H -0.059 0.114 -0.064
H 0.069 -0.200 -0.022
H -0.067 0.023 -0.344
H 0.157 0.584 -0.219
H 0.010 -0.088 0.179
H 0.162 0.110 -0.158
H 0.089 -0.091 -0.477
H 0.045 -0.286 0.057
H -0.083 0.560 0.809
H 0.042 -0.217 0.100
H -0.251 -0.103 -0.091
H 0.065 0.007 0.101
H 0.342 -0.427 0.033
H -0.071 -0.141 0.099
H 0.225 0.217 0.376
H 0.280 -0.098 -0.143
H 0.245 0.063 0.011
H 0.325 0.421 -0.047
H -0.024 -0.055 0.053
C -1.268 0.517 0.695
C 1.295 1.622 -0.273
C 0.171 0.491 -0.329
C -1.253 -1.189 -1.702
C 0.828 0.775 1.543
C -1.327 0.147 -1.161
N -1.015 0.059 0.479
O -0.553 0.642 -0.606
C 0.147 -0.572 1.158
C 1.438 0.417 0.148
C 0.169 -1.023 0.193
H 0.526 0.159 -0.043
H -0.072 0.305 0.025
H -0.231 1.253 0.296
H 0.550 -0.313 -0.021
H -0.349 -0.408 0.622
H 0.170 0.216 -0.157
H 0.163 -0.238 0.648
H -0.123 0.278 -0.584
H -0.071 -0.363 0.224
H 0.266 -0.190 -0.253
H -0.460 -0.160 -0.248
H 0.334 0.303 -0.321
H -0.275 -0.199 0.365
H -0.080 -0.093 0.034
H 0.003 0.087 0.054
H -0.221 0.014 -0.232
H 0.003 0.338 0.084
H -0.119 -0.019 0.090
H 0.510 -0.464 0.426
C 0.523 -1.113 -0.445
C -0.358 -0.430 -1.436
C -0.802 0.172 -0.487
C 0.429 0.375 -0.255
C -0.381 1.084 1.348
C 1.098 -0.945 -1.890
N 0.963 0.737 2.315
O -0.303 -0.647 -0.817
C 0.219 1.542 1.030
C -0.896 -0.814 0.005
C -0.427 -0.322 -0.529
H 0.292 0.306 0.767
H -0.553 0.566 0.149
H -0.264 0.368 -0.125
H 0.513 -0.037 0.257
H -0.003 -0.097 -0.147
H -0.839 -0.052 -0.277
H 0.799 0.154 0.033
H 0.048 0.029 -0.106
H 0.062 -0.080 0.139
H 0.262 -0.519 -0.528
H -0.016 -0.811 -0.060
H -0.687 -0.188 0.182
H 0.011 0.073 0.132
H 0.201 0.316 -0.229
H 0.044 0.470 0.030
H -0.401 0.009 0.094
H 0.627 -0.128 0.623
H -0.083 -0.040 -0.114
H -0.142 0.037 0.367
C 0.472 0.326 0.293
C 0.047 -1.407 -1.822
C -0.258 0.298 -0.949
C -0.511 0.167 0.038
C 0.258 0.161 0.231
C -0.103 -0.639 -1.571
N -0.105 0.939 0.429
O -0.290 -0.485 0.157
C -0.074 -0.373 0.197
C 0.116 0.457 2.015
C 0.652 0.520 0.722
H -0.012 -0.156 0.019
H 0.110 0.230 0.017
H -0.356 0.318 0.108
H -0.647 0.225 0.390
H 0.700 -0.272 0.581
H -0.473 -0.068 0.501
H 0.395 0.240 -0.213
H 0.029 -0.138 0.122
H 0.062 0.023 -0.320
H 0.548 -0.157 -0.435
H 0.076 -0.234 0.493
H -0.440 -0.231 0.102
H -0.082 0.188 -0.229
H 0.513 0.084 -0.290
H -0.322 0.066 -0.706
H 0.439 -0.312 -0.281
H -0.123 -1.664 -0.848
H 0.123 -0.626 0.127
H 0.119 0.169 -0.138

- E: -2421.24715 a.u.
- Structure (SMILES): CC1(C)CCCC(C)(C)N1O.CC1(C)CCCC(C)(C)N1O.CC1(C)CCCC(C)(C)N1O.CC1(C)CCCC(C)(C)N1O.CC1(C)CCCC(C)(C)N1O
- Relative energy (zero: lowest compared OMol25 entry of this formula, charge and spin): 259.89 kJ/mol
- LUMO energy: 0.58 eV
- Frontier orbital gap: 8.30 eV
- Total charge: 0


Which formula does entry 2 have? C4H13N2O2